Record 1
DFT (ωB97M-V/def2-TZVPD) results for a cluster of 4 separate species, C16H28N4 in total.

Values from the calculation:
E	-22992.83565	eV
ΔE to the lowest compared entry with this formula, charge and spin	36.0	kJ/mol
2S+1	2
highest occupied orbital energy (alpha / beta)	-12.89 / -12.89	eV
<S²>	0.764
frontier orbital gap (alpha / beta)	9.60 / 1.81	eV
total charge	+1

The geometry in XYZ format:
```
48
C16H28N4 ωB97M-V/def2-TZVPD
N 1.596 -0.491 1.428
C -4.146 -3.743 0.968
H 4.516 1.849 3.714
N -3.035 -4.109 -1.352
N 3.802 0.260 6.689
H 4.498 -1.221 3.934
H -0.215 4.431 -3.525
C 0.656 1.161 -2.120
C -0.998 4.132 -4.222
C -1.820 -3.543 2.262
C -4.113 3.555 -5.160
H -0.458 -0.580 -2.541
C -2.074 3.004 -3.839
C 0.297 -0.313 -1.803
C 6.328 0.891 3.774
H -0.423 -1.748 -0.291
H 2.991 -0.242 3.832
C 4.884 0.869 3.410
H 1.207 -0.893 -1.955
H -1.095 -4.097 2.858
H -0.077 1.947 -1.935
H 1.474 1.442 -1.457
H 6.898 1.667 3.263
H -2.658 2.162 -5.820
H -3.745 1.812 -4.492
H -3.107 -5.235 2.031
H -2.582 3.197 -2.895
H 6.633 1.049 4.809
H -3.756 -4.097 3.169
C -3.269 -4.170 2.197
H -1.572 2.093 -3.513
H -1.461 -3.293 1.264
H -5.093 -4.281 0.926
H 4.594 0.571 2.402
C 3.897 0.024 5.566
H -1.577 4.953 -4.644
C -3.552 -3.990 -0.300
H -0.277 3.722 -4.929
H 0.938 1.332 -3.159
H 6.730 -0.120 3.712
C 0.784 -0.572 0.608
C -0.211 -0.687 -0.418
H -1.062 -0.058 -0.156
H -2.009 -2.590 2.757
N -4.915 4.324 -5.349
H -4.394 -2.686 1.067
C 4.040 -0.251 4.129
C -3.066 2.565 -4.893
```

Record 2
DFT (ωB97M-V/def2-TZVPD) results for the molecule C5H6O3.

Values from the calculation:
E	-11422.99074	eV
ΔE to the lowest compared entry with this formula, charge and spin	137.1	kJ/mol
highest occupied orbital energy	-7.53	eV
frontier orbital gap	8.22	eV
SMILES	COc1ccc(O)o1

The geometry in XYZ format:
```
14
C5H6O3 ωB97M-V/def2-TZVPD
H -2.013 -1.476 0.896
C 1.584 -0.254 -0.011
C -2.365 -0.928 0.018
H 3.303 -1.029 -0.071
C 1.680 1.105 0.030
O -1.804 0.404 -0.060
H -2.047 -1.502 -0.852
O 0.258 -0.566 0.000
H 0.052 2.635 -0.032
O 2.376 -1.367 -0.039
H -3.420 -0.787 0.061
H 2.602 1.642 0.120
C -0.509 0.537 -0.022
C 0.305 1.586 -0.038
```

Record 3
DFT (ωB97M-V/def2-TZVPD) results for a cluster of 3 separate species, C5H17NO2 in total.

Values from the calculation:
E	-11043.98572	eV
ΔE to the lowest compared entry with this formula, charge and spin	219.1	kJ/mol
highest occupied orbital energy	-8.63	eV
frontier orbital gap	9.22	eV
SMILES	CC[C@@H](C)NC.O.O

The geometry in XYZ format:
```
25
C5H17NO2 ωB97M-V/def2-TZVPD
C -0.435 -1.784 0.692
C -1.459 0.960 2.216
C -0.031 -0.301 0.581
H -0.993 -2.141 1.528
H 1.177 2.645 -0.695
H -2.083 1.894 2.351
H -0.641 1.265 2.848
C 2.004 -0.307 -0.785
H -2.251 0.283 0.347
N 0.595 0.019 -0.814
H 0.098 -0.452 -1.549
H 0.720 0.021 1.287
H 2.041 1.837 0.432
H 2.363 -1.287 -1.044
H 2.505 -0.224 0.213
O 1.545 2.692 0.227
H -1.795 0.058 2.611
H 2.401 0.403 -1.493
H -1.046 -2.053 -0.275
H -0.558 -0.445 -3.616
H -1.068 1.549 0.075
C -1.259 0.656 0.718
H -1.246 -1.800 -3.358
O -1.002 -1.037 -3.052
H 0.417 -2.452 0.556
```

Record 4
DFT (ωB97M-V/def2-TZVPD) results for the molecule C17H13NO5.

Values from the calculation:
E	-29564.48025	eV
ΔE to the lowest compared entry with this formula, charge and spin	0.0	kJ/mol
highest occupied orbital energy	-9.61	eV
frontier orbital gap	8.93	eV
SMILES	O=C(/C=C/c1ccccc1[N+](=O)[O-])OCC(=O)c1ccccc1

The geometry in XYZ format:
```
36
C17H13NO5 ωB97M-V/def2-TZVPD
H -6.109 -3.568 -2.448
O -4.218 -3.924 1.845
C 2.416 0.889 0.154
C 1.525 0.571 1.360
H 1.333 1.489 1.927
H 6.682 4.011 0.893
H 5.606 2.963 2.845
H -2.335 0.839 -0.869
O 2.134 0.472 -0.943
H 3.651 1.519 2.557
C -4.502 -2.163 -2.675
H 1.999 -0.181 1.994
H -2.821 -0.842 -2.623
O -3.063 -2.121 2.007
O -0.252 2.018 0.109
C -1.684 0.181 -0.311
C -3.127 -1.762 -0.723
C -3.935 -2.670 -0.024
O 0.307 0.003 0.924
C 5.214 2.786 1.854
H 5.798 3.595 -1.375
C -0.491 0.842 0.241
C 4.106 1.975 1.691
C 5.821 3.373 0.755
C -3.441 -1.524 -2.062
H 3.822 2.127 -1.670
C 3.599 1.737 0.414
H -4.723 -1.957 -3.711
C 4.226 2.322 -0.687
C -1.967 -1.110 -0.126
H -5.591 -4.008 -0.059
C -4.997 -3.321 -0.642
H -1.310 -1.711 0.487
C 5.326 3.140 -0.517
C -5.282 -3.068 -1.968
N -3.719 -2.923 1.375
```

Record 5
DFT (ωB97M-V/def2-TZVPD) results for a structure of composition C22H37ClP2Pb.

Values from the calculation:
E	-59740.29357	eV
ΔE to the lowest compared entry with this formula, charge and spin	237.0	kJ/mol
highest occupied orbital energy (alpha / beta)	-11.30 / -11.31	eV
frontier orbital gap (alpha / beta)	3.12 / 5.22	eV
total charge	+2

The geometry in XYZ format:
```
63
C22H37ClP2Pb ωB97M-V/def2-TZVPD
C -2.517 -1.954 -1.223
H -0.304 1.729 -0.810
H -3.854 -6.017 0.708
C -5.852 -3.009 2.064
H 0.328 -3.638 2.290
H 0.749 -3.795 0.102
H 2.265 1.719 -2.320
H -2.308 -4.354 -0.252
C -1.450 -2.900 -1.627
H -5.431 -2.955 3.085
H 3.604 3.709 -2.963
C -0.627 -3.669 1.718
H -5.222 -5.825 1.834
C -3.250 -2.011 -0.071
H -3.710 -4.756 3.562
H 4.790 5.041 -1.219
H -1.684 -3.264 -2.643
H -1.802 1.810 0.230
H -0.712 -1.612 0.848
C -4.254 -5.395 1.527
P -4.716 -3.753 0.875
H -3.288 -6.429 3.151
C -2.709 -2.271 1.339
C 3.255 2.750 0.760
C -1.315 -4.123 -0.686
H 0.215 -6.374 1.583
C 4.020 3.855 0.411
H 2.738 -0.092 0.746
H -0.502 3.079 0.377
H -6.117 -1.988 1.739
H -0.456 -2.425 -1.688
H -5.343 -3.105 -1.324
Cl 2.894 2.486 2.446
H -6.484 -4.268 -0.570
C 4.173 4.190 -0.941
H -0.944 -6.131 4.596
H -1.780 -4.579 4.955
H -3.268 -1.657 2.065
C -0.311 -3.933 0.333
H 4.498 4.448 1.182
P -1.511 -4.996 2.601
Pb 0.355 0.865 1.752
C 2.788 2.303 -1.557
H 1.595 0.078 -0.656
H -4.218 -1.450 -0.120
C 2.092 0.591 0.176
C -3.308 -5.397 2.753
C -0.854 -6.490 1.809
H -0.054 -4.572 4.501
C -1.218 -2.202 1.632
H -2.972 -3.331 1.629
C -1.018 -5.066 4.330
H -1.360 -6.713 0.857
C -0.724 2.021 0.163
H -0.983 -7.330 2.506
H -6.757 -3.642 2.067
H -0.986 -5.010 -1.257
C 3.523 3.428 -1.911
C -5.429 -4.018 -0.726
H -2.797 -1.223 -2.002
H -1.067 -1.692 2.592
C 2.725 1.870 -0.209
H -4.918 -4.835 -1.250
```

Record 6
DFT (ωB97M-V/def2-TZVPD) results for a cluster of 2 separate species, C5H7N2O3S in total.

Values from the calculation:
E	-25255.54314	eV
ΔE to the lowest compared entry with this formula, charge and spin	238.1	kJ/mol
highest occupied orbital energy	-5.34	eV
frontier orbital gap	9.17	eV
total charge	-1

The geometry in XYZ format:
```
18
C5H7N2O3S ωB97M-V/def2-TZVPD
O 3.158 0.843 0.123
C 0.566 1.886 0.211
N -0.473 -0.161 0.093
C -1.530 -2.067 -0.195
H 1.506 2.409 0.271
H 0.694 -1.757 -0.869
H -0.404 2.209 0.576
O 2.531 -1.168 -0.957
S 2.326 -0.332 0.255
N -2.375 -1.197 0.502
H -2.088 0.924 1.032
O 2.146 -0.890 1.617
C 0.727 0.518 0.123
H -1.548 1.370 -1.418
C -0.328 -1.446 -0.452
C -1.717 -0.051 0.654
H -1.785 -3.075 -0.471
H -1.407 1.983 -1.097
```